118
Properties=species:S:1:pos:R:3:mulliken_charge:R:1 method="wB97M-V/def2-TZVPD" homo_ev=-9.64 charge=+1 e_lumo_ha=-0.140 relative_energy_ev=0.000 orbital_gap_ha=0.21417 largest_force_ev_per_a=0.77
Ti 0.620 -1.596 0.031 -0.71
C -5.891 -4.119 -2.960 -0.43
C -5.518 -2.791 -2.812 -0.83
C -4.295 -2.470 -2.242 0.00
C -3.426 -3.474 -1.827 -1.01
C -3.809 -4.806 -1.971 0.14
C -5.037 -5.124 -2.529 -0.89
C -2.134 -3.137 -1.169 1.31
C -0.934 -3.241 -1.874 -0.02
C -0.790 -3.941 -3.115 -1.28
C 0.508 -4.345 -3.192 -1.42
C 1.184 -3.820 -2.046 0.52
N 0.304 -3.097 -1.286 1.06
C 2.513 -4.037 -1.663 0.59
C 3.138 -3.228 -0.715 0.65
C 4.564 -3.186 -0.538 -1.48
C 4.834 -2.139 0.277 -1.78
C 3.576 -1.570 0.664 0.26
C 3.441 -0.579 1.638 0.52
C 4.671 -0.124 2.352 -0.99
C 5.323 1.068 2.067 -0.13
C 6.483 1.409 2.749 -0.80
C 6.995 0.570 3.725 -0.44
C 6.332 -0.610 4.037 -0.93
C 5.178 -0.953 3.353 0.31
C 2.204 -0.326 2.236 0.49
N 1.066 -1.029 1.920 0.86
C 0.315 -1.067 3.070 0.55
C -0.756 -1.928 3.298 1.37
C -1.009 -2.381 4.698 -1.39
C -0.148 -3.394 5.134 -0.01
C -0.304 -3.956 6.389 -0.97
C -1.317 -3.508 7.225 -0.45
C -2.163 -2.496 6.803 -0.97
C -2.017 -1.936 5.540 0.49
C -1.433 -2.554 2.251 -0.01
C -2.744 -3.135 2.369 -1.59
C -3.201 -3.320 1.105 -1.26
C -2.134 -2.948 0.217 -0.10
N -1.063 -2.497 0.939 1.65
C 0.916 -0.235 4.069 -1.63
C 2.063 0.262 3.539 -1.42
N 2.547 -2.238 0.037 1.52
C 3.269 -5.200 -2.189 -0.25
C 3.535 -5.396 -3.541 -0.27
C 4.219 -6.525 -3.964 -0.84
C 4.643 -7.476 -3.048 -0.42
C 4.391 -7.284 -1.697 -0.88
C 3.715 -6.153 -1.270 -0.13
H -6.841 -4.370 -3.411 0.40
H -6.193 -2.010 -3.137 0.41
H -4.016 -1.434 -2.112 0.32
H -3.140 -5.585 -1.627 0.50
H -5.334 -6.160 -2.624 0.41
H -1.594 -4.172 -3.794 0.73
H 0.951 -4.945 -3.968 0.60
H 5.261 -3.849 -1.020 0.62
H 5.793 -1.782 0.615 0.59
H 4.928 1.729 1.304 0.49
H 6.994 2.334 2.517 0.41
H 7.914 0.824 4.236 0.41
H 6.718 -1.263 4.808 0.40
H 4.653 -1.870 3.591 0.48
H 0.624 -3.753 4.464 0.48
H 0.351 -4.759 6.699 0.42
H -1.454 -3.959 8.199 0.41
H -2.959 -2.150 7.450 0.45
H -2.698 -1.162 5.208 0.42
H -3.266 -3.309 3.296 0.61
H -4.156 -3.702 0.784 0.62
H 0.508 -0.060 5.051 0.76
H 2.801 0.893 4.006 0.72
H 3.239 -4.646 -4.263 0.56
H 4.420 -6.662 -5.019 0.39
H 5.166 -8.362 -3.383 0.40
H 4.718 -8.017 -0.973 0.40
H 3.516 -6.007 -0.216 0.46
C -2.905 0.362 2.082 -0.81
O -1.686 0.923 1.624 0.61
C -1.542 2.263 1.838 -0.04
C -2.268 2.969 2.783 -0.44
C -2.124 4.346 2.884 -0.63
Br -3.154 5.279 4.173 -0.21
C -1.262 5.036 2.068 -0.77
C -0.497 4.328 1.137 1.03
C -0.642 2.949 1.011 -0.33
O 0.026 2.223 0.061 -0.04
C 0.385 5.101 0.257 0.10
N 0.142 6.325 -0.104 -0.73
C 1.183 6.697 -0.934 0.54
C 1.436 7.924 -1.541 -0.79
C 2.590 8.036 -2.291 -0.51
C 3.459 6.951 -2.462 -0.49
C 3.219 5.725 -1.870 -0.94
C 2.080 5.626 -1.083 0.59
N 1.540 4.595 -0.329 0.01
H -2.882 0.167 3.158 0.20
H -3.028 -0.575 1.549 -0.23
H -3.749 1.016 1.849 0.71
H -2.960 2.457 3.436 0.57
H -1.171 6.111 2.111 0.61
H 0.408 2.841 -0.577 0.33
H 0.750 8.748 -1.400 0.46
H 2.834 8.983 -2.752 0.39
H 4.346 7.079 -3.067 0.39
H 3.889 4.887 -2.013 0.40
H 2.077 3.824 0.032 0.11
N -2.067 0.634 -2.269 -0.22
C -0.984 0.090 -1.718 0.38
O -1.031 -0.495 -0.626 0.02
C 0.317 0.141 -2.459 -1.64
C 1.412 -0.266 -1.471 -0.52
H -2.953 0.601 -1.793 0.30
H -2.029 1.060 -3.178 0.21
H 0.453 1.135 -2.897 0.58
H 0.252 -0.579 -3.281 0.36
H 1.765 0.619 -0.928 0.22
H 2.263 -0.654 -2.034 0.77

=====

37
Properties=species:S:1:pos:R:3:mulliken_charge:R:1 method="wB97M-V/def2-TZVPD" homo_ev="-11.83 / -11.98" charge=+1 s2=6.0329 e_lumo_ha="-0.149 / -0.241" relative_energy_ev=0.557 orbital_gap_ha="0.28613 / 0.19943" largest_force_ev_per_a=0.25 multiplicity=5
Pt -0.314 -0.002 0.569 0.68
O -0.234 4.377 4.163 -0.66
C -0.145 4.749 2.839 0.41
C 0.453 5.965 2.545 -0.41
C 0.621 6.346 1.223 -0.42
C 0.194 5.520 0.191 -0.66
C -0.388 4.298 0.483 -0.68
C -0.544 3.906 1.807 0.45
C -1.053 2.501 2.172 0.01
O -1.545 1.859 1.108 -0.52
N -0.047 1.718 2.902 -0.24
N 0.782 1.019 2.029 -0.18
C 2.052 1.093 2.191 0.08
C 3.026 0.328 1.459 0.24
Br 2.361 -0.955 0.217 -0.08
C 4.337 0.569 1.638 -0.40
C 5.512 -0.046 1.034 0.57
C 6.604 0.781 0.758 -0.49
C 7.742 0.262 0.170 -0.60
C 7.819 -1.096 -0.106 -0.41
C 6.758 -1.935 0.210 -0.68
C 5.605 -1.416 0.771 -0.38
H -1.120 4.074 4.394 0.37
H 0.761 6.600 3.364 0.45
H 1.078 7.300 1.000 0.40
H 0.317 5.825 -0.839 0.41
H -0.722 3.647 -0.313 0.47
H -1.932 2.609 2.849 0.40
H 0.483 2.302 3.546 0.39
H 2.446 1.765 2.952 0.31
H 4.547 1.388 2.322 0.34
H 6.549 1.838 0.992 0.36
H 8.575 0.912 -0.061 0.39
H 8.716 -1.506 -0.552 0.39
H 6.834 -2.998 0.025 0.39
H 4.801 -2.083 1.045 0.49
O -1.383 -0.779 -0.613 -0.20

=====

38
Properties=species:S:1:pos:R:3:mulliken_charge:R:1 method="wB97M-V/def2-TZVPD" homo_ev=-10.74 charge=+1 s2=6.0041 e_lumo_ha=-0.208 orbital_gap_ha=0.18702 largest_force_ev_per_a=2.14 multiplicity=5
Ho -0.189 0.375 0.502 0.80
O 4.213 4.543 0.553 -0.48
C 3.332 3.740 0.552 0.44
C 1.841 4.012 0.280 0.02
O 1.347 5.081 0.042 -0.56
C 1.193 2.694 0.384 0.71
C 2.076 1.739 0.882 0.79
O 1.677 0.522 1.219 -0.63
C 3.458 2.230 0.803 0.04
O 4.478 1.594 0.864 -0.57
O -0.047 2.372 0.053 -0.66
Se -2.537 1.578 3.549 0.46
N -3.995 2.035 2.736 -0.70
C -3.925 1.646 1.470 0.43
C -4.890 1.853 0.459 -0.36
C -4.590 1.400 -0.795 -0.61
C -3.362 0.759 -1.054 -0.30
N -2.439 0.522 -0.139 -0.16
C -2.715 0.963 1.114 1.03
N -1.834 0.794 2.109 -0.44
H -5.816 2.364 0.687 0.49
H -5.287 1.544 -1.608 0.41
H -3.121 0.427 -2.056 0.48
N -0.004 -4.109 0.028 -0.03
C -0.805 -3.080 0.339 -0.31
N -0.301 -1.920 -0.027 -0.38
C 0.921 -2.223 -0.638 0.95
C 1.839 -1.377 -1.265 -0.40
C 2.971 -1.963 -1.788 -0.97
C 3.183 -3.348 -1.708 -0.51
C 2.264 -4.197 -1.129 -0.95
C 1.122 -3.605 -0.601 0.60
H -0.196 -5.082 0.201 0.22
H -1.753 -3.207 0.839 0.48
H 1.662 -0.306 -1.364 0.44
H 3.709 -1.345 -2.280 0.41
H 4.093 -3.758 -2.123 0.41
H 2.425 -5.266 -1.091 0.41

=====

22
Properties=species:S:1:pos:R:3:mulliken_charge:R:1 method="wB97M-V/def2-TZVPD" homo_ev=-11.31 smiles=CCC.CCC e_lumo_ha=0.041 relative_energy_ev=0.267 orbital_gap_ha=0.45669 largest_force_ev_per_a=0.67
C -1.666 0.168 2.020 -0.85
C -2.088 1.303 1.113 -0.24
C -3.144 0.946 0.046 -1.05
H -1.044 -0.530 1.435 0.08
H -2.541 -0.381 2.406 0.33
H -1.075 0.535 2.875 0.30
H -2.560 2.073 1.754 0.28
H -1.216 1.768 0.616 0.29
H -2.891 0.131 -0.654 0.30
H -3.261 1.879 -0.530 0.29
H -4.106 0.708 0.530 0.30
C 1.114 -1.033 -0.729 -0.90
C 2.649 -1.114 -0.615 -0.25
C 3.297 -0.250 -1.703 -1.10
H 0.673 -1.819 -0.093 0.31
H 0.771 -1.188 -1.766 0.30
H 0.749 -0.052 -0.381 0.16
H 3.015 -0.817 0.387 0.28
H 2.919 -2.177 -0.770 0.26
H 3.004 0.812 -1.648 0.30
H 3.009 -0.644 -2.692 0.31
H 4.393 -0.318 -1.602 0.31